{
  "formula": "C4H6B2F8O4V",
  "method": "ωB97M-V/def2-TZVPD",
  "species": ["V", "C", "C", "O", "O", "H", "H", "H", "C", "C", "O", "O", "H", "H", "H", "B", "F", "F", "F", "F", "B", "F", "F", "F", "F"],
  "coordinates": [[-0.02987, 0.21202, 0.05575], [-1.40421, -0.86346, -3.78536], [-0.83602, -0.51418, -2.41192], [-1.38268, -0.85453, -1.34976], [0.24270, 0.06837, -2.27745], [-1.58797, -1.93703, -3.82741], [-0.79353, -0.56523, -4.63755], [-2.40291, -0.45803, -3.94763], [2.86240, -1.62733, 2.19383], [2.01561, -1.02343, 1.05099], [2.19310, 0.13804, 0.64929], [1.05660, -1.66280, 0.66599], [3.89423, -1.47246, 1.87846], [2.76530, -2.70896, 2.10030], [2.68880, -1.18697, 3.17569], [-1.40135, -0.05367, 2.42658], [-2.37806, 0.98144, 2.54042], [-0.22323, 0.51471, 2.04074], [-1.22461, -0.82892, 3.54734], [-1.64057, -0.76711, 1.31673], [-0.49911, 2.96366, -0.26720], [-0.83711, 3.93338, 0.53371], [0.69736, 2.50606, 0.05801], [-1.29946, 1.89005, -0.14723], [-0.47529, 3.31632, -1.58227]],
  "total_energy_ev": -61229.4543,
  "e_above_lowest_ev": 0.5068,
  "orbital_gap_ev": [6.96, 4.06],
  "largest_force_ev_per_a": 4.73,
  "total_charge": -1,
  "spin_multiplicity": 5,
  "s2": 6.012,
  "lumo_ev": [2.313, -2.486]
}



{
  "formula": "C4H6BaO2",
  "method": "ωB97M-V/def2-TZVPD",
  "species": ["O", "C", "H", "H", "C", "C", "C", "O", "Ba", "H", "H", "H", "H"],
  "coordinates": [[-0.37849, 1.75759, 0.44314], [-0.08155, 0.89359, -0.46183], [-2.47000, 1.51508, 0.24245], [-0.56169, 1.01217, -1.45513], [-3.22315, 0.67266, -0.05802], [-2.68658, -0.55293, -0.13435], [-1.42606, -0.91799, 0.60089], [-0.23643, -0.51498, -0.07782], [2.61632, -0.81159, 0.00384], [-3.01143, -1.25751, -0.90829], [-4.10001, 0.91352, -0.66690], [-1.32866, -2.00815, 0.70824], [-1.45637, -0.46704, 1.60519]],
  "total_energy_ev": -9029.8342,
  "orbital_gap_ev": [3.81, 3.84],
  "largest_force_ev_per_a": 2.40,
  "total_charge": -1,
  "spin_multiplicity": 2,
  "s2": 0.754,
  "lumo_ev": [2.659, 2.648]
}



{
  "formula": "C4H6BeN2O8S2",
  "method": "ωB97M-V/def2-TZVPD",
  "species": ["Be", "S", "O", "O", "O", "O", "S", "O", "O", "O", "O", "C", "C", "N", "H", "H", "H", "C", "C", "N", "H", "H", "H"],
  "coordinates": [[-1.64867, -0.74660, -0.70036], [0.76549, -2.07977, 0.84155], [1.43621, -3.22108, 0.31719], [0.77574, -1.02739, -0.15949], [-0.63680, -2.32171, 0.99711], [1.33022, -1.60645, 2.08142], [-0.48381, -1.63949, -3.40249], [-1.42925, -0.58154, -3.09491], [-0.35013, -2.31550, -2.11699], [-1.06798, -2.47221, -4.45779], [0.83597, -1.21098, -3.68902], [1.69319, 2.44684, -1.15854], [0.34291, 2.00326, -0.84768], [-0.70897, 1.62519, -0.62191], [1.90140, 3.47653, -1.44920], [2.04319, 1.94184, -2.05887], [2.35082, 2.27188, -0.30706], [-0.90461, 1.11867, 3.61716], [-1.72149, 0.40637, 2.57493], [-2.32525, -0.17131, 1.81853], [-1.32118, 0.95358, 4.61080], [-1.04912, 2.19705, 3.55149], [0.17205, 0.95278, 3.65412]],
  "total_energy_ev": -45673.2087,
  "orbital_gap_ev": [5.58, 4.43],
  "largest_force_ev_per_a": 6.11,
  "total_charge": -1,
  "spin_multiplicity": 2,
  "s2": 0.762,
  "lumo_ev": [0.429, 0.042]
}



{
  "formula": "C4H6BeO3",
  "method": "ωB97M-V/def2-TZVPD",
  "species": ["H", "O", "Be", "O", "C", "O", "C", "C", "C", "H", "H", "H", "H", "H"],
  "coordinates": [[-0.61125, 0.13309, -2.28190], [1.09346, 0.19889, -0.58007], [-0.89630, 1.82552, -1.67488], [-0.35660, 1.90182, -0.52546], [0.37606, 1.08649, 0.04871], [0.16203, 0.71605, 1.33478], [-0.21514, 1.54593, 2.24282], [0.83323, -1.09738, -0.86626], [0.15522, -1.31572, -2.07153], [-0.09617, 1.19165, 3.26654], [-0.55753, 2.53934, 1.94266], [-0.53599, -2.16469, -2.02504], [0.68033, -1.70364, 0.02782], [0.79736, -1.37391, -2.95350]],
  "total_energy_ev": -10761.3691,
  "e_above_lowest_ev": 7.1521,
  "orbital_gap_ev": [5.21, 3.79],
  "largest_force_ev_per_a": 9.59,
  "total_charge": 2,
  "spin_multiplicity": 1,
  "lumo_ev": [-11.602, -12.396]
}



{
  "formula": "C4H6Br2O2S",
  "method": "ωB97M-V/def2-TZVPD",
  "species": ["C", "C", "C", "C", "O", "O", "S", "Br", "Br", "H", "H", "H", "H", "H", "H"],
  "coordinates": [[0.54160, -1.44573, 0.77326], [-0.87541, -1.45164, 1.17781], [1.07511, -0.08627, 1.47063], [-1.74636, -2.12806, 0.16263], [-0.43775, 0.57343, -0.53879], [-1.59385, -2.12373, -1.01563], [0.14272, 1.36222, 0.51305], [2.23349, 2.43183, 0.42465], [-3.28257, -2.69034, 1.11307], [1.03131, -2.38163, 1.06739], [0.65312, -1.14649, -0.32005], [-0.96322, -1.83207, 2.24689], [-1.32209, -0.37836, 1.19310], [0.71463, -0.12462, 2.51349], [2.20161, -0.10555, 1.53876]],
  "total_energy_ev": -159258.4056,
  "e_above_lowest_ev": 1.2298,
  "orbital_gap_ev": 8.87,
  "largest_force_ev_per_a": 3.82,
  "total_charge": 0,
  "spin_multiplicity": 1,
  "lumo_ev": -1.241
}



{
  "formula": "C4H6BrIO",
  "method": "ωB97M-V/def2-TZVPD",
  "species": ["C", "C", "C", "C", "O", "Br", "I", "H", "H", "H", "H", "H", "H"],
  "coordinates": [[-2.20851, 0.46864, 0.24337], [1.17104, -1.09675, 0.45495], [0.80195, -0.04337, -0.58127], [0.27122, 1.24276, -0.11123], [-2.79298, 0.90213, 1.17677], [0.11948, 2.74040, -1.25934], [-3.07201, -0.92555, -1.12419], [1.10161, -2.18594, 0.09212], [0.52242, -1.18455, 1.34702], [2.19077, -0.92501, 1.05835], [1.70556, 0.10311, -1.22838], [0.03504, -0.71563, -1.00833], [0.15440, 1.61977, 0.94017]],
  "total_energy_ev": -84432.2366,
  "e_above_lowest_ev": 2.6769,
  "orbital_gap_ev": [8.13, 6.68],
  "largest_force_ev_per_a": 4.28,
  "total_charge": 0,
  "spin_multiplicity": 1,
  "lumo_ev": [-0.458, -1.514]
}



Q: What is the formula in the first record?
A: C4H6B2F8O4V